No. 1
C36H49AsIrN4OSSi | ωB97M-V/def2-TZVPD

As for the molar mass: 881.1 g mol⁻¹. For the calculated total energy, the calculation gives -4722.99426 a.u. Its expectation value of S² is 6.0180. Its spin multiplicity is 5. For the LUMO energy (alpha / beta), the calculation gives -2.15 / -5.13 eV. For the gap between HOMO and LUMO (alpha / beta), the calculation gives 0.277 / 0.205 Ha. The charge is +1.

Geometry as XYZ:
```
94
C36H49AsIrN4OSSi | OMol25 | ωB97M-V/def2-TZVPD
Ir 0.06 -0.54 0.90
As -2.43 -1.39 0.39
S 0.24 -2.37 2.30
Si -0.16 2.73 -0.49
O -0.13 1.20 0.18
N 2.47 -0.22 0.70
N 2.22 -3.91 1.38
N 0.05 -4.41 0.60
N 4.98 0.10 0.38
C -0.70 3.58 2.15
C 4.74 -0.70 1.58
C -4.07 -4.61 1.05
C -0.55 5.38 0.57
C 0.93 -3.70 1.29
C 1.88 -5.80 -0.01
C 2.13 4.31 -1.23
C -6.30 -4.21 -0.55
C -1.62 2.82 -1.71
C -3.96 -3.81 -0.08
C -0.48 4.01 0.83
C 3.74 3.70 -2.91
C 1.88 2.26 -2.43
C -0.97 4.49 3.17
C 3.04 2.52 -3.14
C 3.28 4.60 -1.96
C 2.81 1.23 0.68
C 4.35 1.41 0.55
C 4.42 -0.58 -0.79
C -5.09 -3.63 -0.88
C -1.02 5.85 2.88
C 2.72 -4.97 0.73
C -2.65 -3.16 -0.43
C 3.21 -0.85 1.82
C -5.28 -5.19 1.40
C -0.81 6.29 1.58
C 2.90 -0.83 -0.59
C -2.89 3.05 -0.88
C -1.68 1.47 -2.44
C -3.96 -0.43 -0.30
C 1.39 3.15 -1.46
C -6.40 -4.99 0.60
C -1.41 3.96 -2.71
C 4.20 -5.20 0.79
C -3.14 -1.65 2.18
C 0.54 -5.47 -0.04
H -0.67 2.52 2.38
H -1.23 6.56 3.67
H -0.77 1.28 -3.02
H -2.97 2.31 -0.08
H 4.44 -6.26 0.77
H -1.81 0.65 -1.74
H 2.90 -0.37 2.75
H 3.40 1.82 -3.88
H 1.80 5.01 -0.47
H 2.32 -0.38 -1.39
H -2.55 -3.01 -1.50
H -2.89 4.04 -0.42
H -7.16 -4.06 -1.18
H -5.35 -5.80 2.29
H -5.01 -3.04 -1.79
H -1.39 4.93 -2.22
H -0.49 3.84 -3.29
H -3.19 -4.79 1.66
H -3.78 2.97 -1.51
H -2.52 1.45 -3.16
H 4.96 -1.52 -0.93
H -1.81 -3.76 -0.07
H 4.63 3.93 -3.48
H 2.68 -1.90 -0.54
H -4.18 -1.96 2.10
H -7.34 -5.45 0.86
H 4.59 2.03 -0.31
H 5.20 -1.68 1.44
H 2.95 -1.90 1.87
H 2.31 1.68 -0.16
H 2.26 -6.66 -0.54
H -2.25 3.99 -3.43
H 4.67 -4.74 -0.08
H 5.22 -0.21 2.43
H -2.57 -2.41 2.72
H 4.60 0.05 -1.66
H 4.76 1.87 1.44
H 4.61 -4.75 1.69
H -0.17 -6.07 -0.60
H 3.81 5.52 -1.78
H -0.39 5.76 -0.44
H -3.08 -0.71 2.73
H -3.82 -0.08 -1.32
H 2.42 1.69 1.59
H -4.80 -1.13 -0.26
H 1.33 1.34 -2.65
H -4.16 0.41 0.35
H -1.14 4.14 4.18
H -0.86 7.35 1.35
```


No. 2
CH2BrNOS | ωB97M-V/def2-TZVPD

For the relative energy (zero: lowest compared OMol25 entry of this formula, charge and spin), the calculation gives 170.7 kJ/mol. As for the molar mass: 156.0 g mol⁻¹. For the calculated total energy, the calculation gives -3141.43246 a.u. For the LUMO energy (alpha / beta), the calculation gives -2.31 / -2.31 eV. For the gap between HOMO and LUMO (alpha / beta), the calculation gives 0.237 / 0.237 Ha. Its SMILES is NC(=S)OBr.

Geometry as XYZ:
```
7
CH2BrNOS | OMol25 | ωB97M-V/def2-TZVPD
Br -3.27 0.41 -0.02
S -0.39 -2.91 -0.05
O -2.23 -1.28 0.22
N -0.17 -0.34 -0.01
C -0.98 -1.37 0.02
H -0.37 0.63 0.12
H 0.86 -0.68 -0.26
```